Computed, not measured: the molecule C2H7N2O at a distorted geometry, with ωB97M-V/def2-TZVPD.

Cartesian coordinates (Å):
N -0.54 -1.05 1.08
C -0.24 -0.58 -0.30
C 0.26 0.78 -0.07
N 0.91 1.36 -1.19
O 0.10 1.38 1.05
H 0.11 -0.60 1.74
H -0.40 -2.05 1.22
H -1.41 -0.62 1.40
H 0.56 -1.26 -0.67
H -1.17 -0.55 -0.91
H 1.02 0.84 -2.04
H 0.79 2.36 -1.31

Summary:
Multiplicity ... 2
LUMO energy (alpha / beta) ... 0.34 / 0.23 eV
E_HOMO (alpha / beta) ... -3.23 / -8.60 eV
HOMO-LUMO gap (alpha / beta) ... 3.568 / 8.835 eV

Mulliken population analysis, charges in e, atoms 1 to 4:
1. N -0.48
2. C -0.67
3. C 0.39
4. N -0.46

Computed, not measured: the ion C2H7N2O with charge +1 at a distorted geometry, with ωB97M-V/def2-TZVPD.

Cartesian coordinates (Å):
C -0.43 1.22 0.18
C 0.78 0.48 -0.49
N -1.18 -0.91 -0.25
N 1.37 -0.61 -0.07
O -1.56 0.48 -0.07
H -0.23 1.25 1.22
H -0.49 2.28 -0.30
H 1.16 0.79 -1.44
H -2.05 -1.46 0.01
H -0.64 -1.47 0.58
H 0.94 -1.03 0.83
H 2.32 -1.02 -0.19

Summary:
Net charge ... +1
Multiplicity ... 1
LUMO energy ... -5.80 eV
E_HOMO ... -14.45 eV
HOMO-LUMO gap ... 8.647 eV

Mulliken population analysis, charges in e, atoms 1 to 4:
1. C -0.32
2. C 0.14
3. N -0.48
4. N -0.25

Computed, not measured: a cluster of 2 separate species, C2H7N2O in total at a distorted geometry, with ωB97M-V/def2-TZVPD.

Cartesian coordinates (Å):
C 1.14 -0.11 0.00
C 2.57 -0.18 -0.10
N 0.07 -0.65 -0.17
N -2.59 0.21 -0.08
O 0.32 0.52 0.85
H 2.86 0.80 -0.17
H 2.99 -0.81 -0.83
H 2.77 -0.57 0.93
H -2.69 1.16 -0.37
H -1.77 0.21 0.65
H -2.30 -0.34 -0.94
H -3.38 -0.23 0.23

Summary:
Net charge ... +1
Multiplicity ... 1
LUMO energy ... -3.71 eV
E_HOMO ... -13.99 eV
HOMO-LUMO gap ... 10.274 eV

Mulliken population analysis, charges in e, atoms 1 to 4:
1. C 0.79
2. C -0.87
3. N -0.46
4. N -0.49

Here are the calculated E numbers, same order: -7211.6853 -7203.9452 -7204.9680 (eV).
Here are the calculated energy above the lowest of the compared OMol25 structures with the same formula, charge and spin numbers, same order: 50.5 119.9 96.3 (kcal/mol).